1.
Density functional theory data (ωB97M-V/def2-TZVPD) for C32H65N13OSTm as an isolated structure.

Each line ends with the Mulliken charge.
Cartesian coordinates (Å):
1 Tm 1.56011 -0.75840 0.18401  0.444
2 C -1.15050 -1.86430 -1.33883  -0.857
3 N -1.59098 -2.18061 0.02400  0.529
4 C -2.70829 -1.34136 0.40981  -1.123
5 C -0.85253 -2.87921 0.97957  -0.294
6 N 0.46899 -2.74581 0.91395  1.210
7 C 1.42641 -3.74444 1.37390  -1.027
8 C 2.74259 -3.18261 1.80840  -0.937
9 N 3.35633 -2.10938 0.91084  0.787
10 C 4.12763 -2.74221 -0.19211  -1.299
11 C 3.31569 -3.06492 -1.43312  -0.664
12 N 2.31370 -1.99076 -1.76046  0.271
13 C 1.69844 -2.08138 -2.92733  -0.277
14 N 1.34773 -0.89429 -3.56878  0.552
15 C 0.28389 -0.91030 -4.50564  -1.336
16 C 2.05113 0.35009 -3.39771  -0.524
17 N 1.31318 -3.26324 -3.50909  0.457
18 C 0.85660 -4.44699 -2.83511  -0.957
19 C 1.29919 -3.41000 -4.96456  -1.207
20 C 4.25680 -1.31192 1.82760  -1.025
21 C 3.47899 -0.46701 2.88134  -1.046
22 N 2.26353 0.21865 2.30590  1.081
23 C 1.56360 1.00207 3.18569  -0.688
24 N 0.60443 0.50138 4.04706  0.290
25 C 0.35237 1.11871 5.35564  -1.129
26 C -0.27443 -0.61770 3.74971  -0.268
27 N 1.77683 2.35133 3.24238  0.425
28 C 0.69190 3.27147 3.55519  -1.316
29 C 3.06922 2.98231 2.93344  -0.906
30 N -1.55192 -3.62967 1.84253  0.290
31 C -1.06937 -4.13951 3.11038  -1.012
32 C -2.81487 -4.24356 1.42937  -1.155
33 H -2.04100 -1.93439 -1.98064  0.720
34 H -0.38608 -2.58771 -1.64803  -0.050
35 H -0.74113 -0.84346 -1.38169  -0.046
36 H -2.55834 -0.29429 0.18345  0.106
37 H -2.99198 -1.44113 1.49433  0.365
38 H -3.56392 -1.72276 -0.18178  0.395
39 H 1.59731 -4.51650 0.55508  0.193
40 H 1.11089 -4.36793 2.20022  0.660
41 H 3.45603 -4.04599 1.99708  0.349
42 H 2.59427 -2.68129 2.78933  0.226
43 H 4.58414 -3.67582 0.15404  0.230
44 H 4.96188 -2.09450 -0.48559  0.475
45 H 2.82984 -4.00587 -1.25763  0.416
46 H 4.04991 -3.16693 -2.28686  0.597
47 H -0.43995 -1.73348 -4.39244  0.406
48 H 0.65126 -1.05413 -5.48056  0.419
49 H -0.22285 0.06463 -4.48338  0.350
50 H 2.78414 0.20795 -2.61397  -0.054
51 H 1.28249 1.10762 -3.11825  -0.101
52 H 2.62138 0.66678 -4.27988  0.404
53 H 0.88414 -4.26828 -1.77898  0.091
54 H 1.44089 -5.38694 -3.07885  0.192
55 H -0.19431 -4.59407 -3.18629  0.396
56 H 1.78015 -2.57984 -5.48534  0.383
57 H 0.28302 -3.54823 -5.38651  0.396
58 H 1.89383 -4.32885 -5.24493  0.367
59 H 4.77826 -0.53567 1.21803  0.319
60 H 4.97340 -1.91211 2.34298  0.456
61 H 4.20057 0.27757 3.21836  0.532
62 H 3.15921 -1.11131 3.75042  0.353
63 H 1.16527 1.82520 5.52390  0.365
64 H 0.44712 0.37460 6.15389  0.372
65 H -0.64225 1.60356 5.37393  0.388
66 H 0.27391 -1.26615 3.02930  -0.293
67 H -1.23318 -0.27083 3.27465  0.158
68 H -0.42127 -1.20779 4.66497  0.443
69 H 0.79785 3.67305 4.56121  0.316
70 H -0.22652 2.73749 3.51080  0.418
71 H 0.75769 4.04832 2.81735  0.435
72 H 3.77583 2.30485 2.45706  0.284
73 H 3.55990 3.41615 3.82489  0.339
74 H 2.92847 3.78876 2.18813  0.301
75 H -0.20043 -3.56553 3.48861  0.299
76 H -0.75319 -5.21431 2.97592  0.352
77 H -1.89618 -4.11139 3.83579  0.334
78 H -2.99819 -4.00116 0.37836  0.359
79 H -3.63110 -3.97900 2.13017  0.348
80 H -2.66911 -5.32468 1.47658  0.419
81 C -3.75746 5.81976 1.70347  -1.342
82 C -3.61823 4.50305 0.94637  -0.170
83 C -2.33289 4.38204 0.19362  -0.652
84 N -2.08283 2.95439 -0.16855  0.488
85 C -0.95103 2.59940 -0.82432  -1.837
86 S 0.22786 1.75630 0.04653  0.440
87 N -0.68698 3.13532 -2.06307  0.343
88 C -1.40461 3.83710 -3.06412  0.059
89 O -0.77461 4.56358 -3.79161  -0.541
90 C -2.85426 3.61423 -3.16492  0.324
91 C -3.47677 2.36878 -2.78702  0.188
92 C -4.85101 2.27265 -2.75359  -0.610
93 C -5.64431 3.28059 -3.33214  -0.413
94 C -5.06373 4.41098 -3.85989  -0.614
95 C -3.68693 4.58937 -3.74188  -0.603
96 H -4.80610 6.03888 1.92177  0.368
97 H -3.55896 6.63186 1.04243  0.381
98 H -3.00645 5.94186 2.46650  0.354
99 H -4.47225 4.49097 0.22451  0.202
100 H -3.76797 3.61631 1.57966  0.276
101 H -1.40244 4.75128 0.72021  0.202
102 H -2.27971 5.00731 -0.74603  0.422
103 H -2.20959 2.35126 0.63792  0.361
104 H 0.32697 3.35564 -2.12897  0.334
105 H -2.91432 1.51294 -2.44167  0.492
106 H -5.32325 1.36209 -2.29086  0.350
107 H -6.74275 3.25516 -3.41436  0.384
108 H -5.67059 5.23479 -4.25553  0.402
109 H -3.22888 5.46840 -4.13408  0.511
110 N 3.30115 0.86955 -0.45630  -0.442
111 H 4.07903 0.81851 0.25525  0.139
112 H 2.86502 1.82080 -0.39835  0.248
113 H 3.75045 0.88428 -1.37619  0.480

Spin multiplicity: 3
Frontier orbital gap (spin up / spin down) in eV: 7.86 / 7.86
E in a.u.: -3527.9796
Total charge: +3
Largest force on an atom in eV Å⁻¹: 2.95
E_LUMO (spin up / spin down) in eV: -7.72 / -7.72
HOMO level (spin up / spin down) in eV: -15.578 / -15.578

***

2.
Density functional theory data (ωB97M-V/def2-TZVPD) for C19H48CrO21S6 as an isolated structure.

Each line ends with the Mulliken charge.
Cartesian coordinates (Å):
1 Cr 16.72484 -31.60451 13.93846  2.205
2 C 18.59571 -30.08678 12.94844  0.242
3 O 17.59624 -29.64394 13.70231  -0.701
4 O 19.43306 -29.33860 12.41372  -0.752
5 O 18.56275 -31.39605 12.79730  -0.904
6 O 15.75034 -34.93559 10.75905  -0.773
7 S 16.75192 -34.44865 11.64963  0.892
8 O 16.47956 -33.28552 12.41337  -0.141
9 O 17.12902 -35.60701 12.67182  0.381
10 C 16.92361 -36.95202 12.20745  -0.379
11 C 17.89690 -37.86321 12.94760  -1.117
12 C 18.30104 -34.20062 10.86560  -0.811
13 H 17.14391 -37.03021 11.13946  0.461
14 H 15.89183 -37.27702 12.33977  0.206
15 H 17.94464 -38.86339 12.52917  0.427
16 H 17.60572 -37.94945 13.99472  0.281
17 H 18.86184 -37.35257 12.92253  0.292
18 H 18.62904 -35.12256 10.39947  0.459
19 H 18.95945 -33.86969 11.67590  0.199
20 H 18.23150 -33.32174 10.22709  0.035
21 O 14.74037 -30.03687 14.48659  0.190
22 S 13.73989 -29.04791 14.31818  0.998
23 O 12.36297 -29.42776 14.23215  -0.843
24 O 13.88445 -28.05099 15.56791  -0.216
25 C 12.71509 -27.66928 16.31965  -0.325
26 C 13.18632 -27.35698 17.73309  -1.044
27 C 14.16531 -27.94652 13.00015  -1.085
28 H 12.01442 -28.50188 16.37031  0.347
29 H 12.20709 -26.82673 15.84891  0.325
30 H 12.34077 -27.19139 18.40074  0.418
31 H 13.74720 -26.41891 17.74047  0.308
32 H 13.81570 -28.16774 18.09642  0.130
33 H 13.51569 -28.23730 12.17593  0.458
34 H 15.20579 -28.11164 12.72394  0.004
35 H 14.02167 -26.92151 13.31895  0.426
36 O 14.50264 -29.72865 10.07315  -0.745
37 S 15.57426 -30.45055 10.69244  0.768
38 O 15.44661 -30.93579 12.02293  -0.718
39 O 15.88549 -31.72900 9.80218  0.032
40 C 15.41352 -31.80410 8.43250  -0.445
41 C 16.60089 -31.93400 7.49790  -1.046
42 C 17.09383 -29.56509 10.55236  -1.097
43 H 14.77313 -30.94979 8.22579  0.378
44 H 14.76072 -32.67776 8.38993  0.327
45 H 16.90028 -30.95340 7.12093  0.332
46 H 16.37049 -32.56948 6.64472  0.365
47 H 17.46803 -32.33713 8.01838  0.190
48 H 17.07922 -28.77914 11.30305  0.384
49 H 17.12068 -29.19386 9.52849  0.465
50 H 17.92172 -30.25571 10.69895  0.242
51 O 15.21831 -32.85242 14.77035  -0.641
52 S 14.24972 -33.89581 14.76075  1.299
53 O 14.64332 -35.25570 14.86027  -0.719
54 O 13.26517 -33.66241 15.97392  -0.394
55 C 13.07162 -32.31216 16.44312  0.840
56 C 12.99457 -32.29791 17.95958  -1.400
57 C 13.17890 -33.66833 13.37839  -0.627
58 H 12.12774 -31.93517 16.03205  0.307
59 H 13.82285 -31.61083 16.08373  -0.511
60 H 12.55071 -31.35972 18.29374  0.355
61 H 13.97747 -32.37154 18.42074  0.229
62 H 12.34212 -33.11136 18.27999  0.405
63 H 13.77881 -33.35791 12.52299  -0.050
64 H 12.49008 -32.85380 13.60036  0.324
65 H 12.65221 -34.60333 13.22081  0.448
66 O 18.01769 -33.24367 14.92346  -0.102
67 S 18.99710 -34.27230 15.07911  1.003
68 O 19.77663 -34.72142 13.98237  -0.715
69 O 20.02336 -33.89721 16.21671  -0.354
70 C 19.54706 -33.02669 17.27872  0.354
71 C 19.90371 -33.68370 18.59967  -1.398
72 C 18.16262 -35.62457 15.85504  -0.646
73 H 18.46918 -32.89716 17.23369  -0.041
74 H 20.04548 -32.07488 17.12623  0.386
75 H 20.97140 -33.67520 18.81311  0.326
76 H 19.59118 -34.73103 18.62137  0.377
77 H 19.33531 -33.21829 19.40735  0.353
78 H 18.90280 -36.33116 16.22000  0.491
79 H 17.47281 -36.04813 15.13590  -0.093
80 H 17.62126 -35.20033 16.70000  0.270
81 O 16.63205 -30.92995 16.14655  -0.967
82 S 16.77622 -29.95021 17.17023  1.507
83 O 15.76681 -29.85410 18.17711  -0.824
84 O 18.18594 -30.15150 17.85347  0.028
85 C 18.30435 -29.65910 19.23184  -0.243
86 C 19.75599 -29.75881 19.63748  -1.194
87 C 17.00473 -28.39618 16.37961  -0.831
88 H 17.60590 -30.23343 19.83712  0.312
89 H 17.97086 -28.61878 19.26642  0.343
90 H 20.19725 -30.70722 19.35815  0.205
91 H 19.80216 -29.60052 20.71932  0.398
92 H 20.32657 -28.91350 19.25278  0.335
93 H 16.33808 -28.33551 15.52545  -0.124
94 H 18.02763 -28.36837 16.00766  0.469
95 H 16.85360 -27.58921 17.09351  0.486

Spin multiplicity: 5
Frontier orbital gap (spin up / spin down) in eV: 6.22 / 7.09
E in a.u.: -5766.3705
Energy relative to the best compared isomer or geometry (same formula, charge and spin) in kcal per mole: 0.0
Largest force on an atom in eV Å⁻¹: 1.64
E_LUMO (spin up / spin down) in eV: 0.33 / 0.33
HOMO level (spin up / spin down) in eV: -5.895 / -6.766

***

3.
Density functional theory data (ωB97M-V/def2-TZVPD) for a 2-piece molecular cluster, C5H12O2 overall.

Each line ends with the Mulliken charge.
Cartesian coordinates (Å):
1 C -0.23022 -0.59145 1.92845  -1.501
2 C -0.38685 0.36435 0.75445  0.372
3 O -1.19664 -0.11895 -0.32827  -0.356
4 C -0.58498 0.20378 -1.57714  -0.336
5 C 0.44841 1.27187 -1.23555  -0.740
6 C 0.94019 0.74227 0.10511  -0.026
7 O 1.70023 -0.44450 -0.04993  -0.556
8 H -1.17992 -0.77831 2.43788  0.360
9 H 0.22049 -1.54128 1.63642  0.361
10 H 0.44365 -0.10888 2.64844  0.368
11 H -0.86272 1.28314 1.12863  0.212
12 H -0.09971 -0.68723 -2.00045  0.225
13 H -1.35006 0.54828 -2.28072  0.338
14 H 1.23773 1.40153 -1.98325  0.359
15 H -0.04701 2.23748 -1.08195  0.296
16 H 1.48176 1.48278 0.70940  0.352
17 H 2.37195 -0.28737 -0.72443  0.332
18 H -1.46376 -2.84269 0.07419  0.244
19 H -1.44254 -2.13483 -0.16128  -0.304

Frontier orbital gap in eV: 10.40
E in a.u.: -348.1349
Energy relative to the best compared isomer or geometry (same formula, charge and spin) in kcal per mole: 43.9
Largest force on an atom in eV Å⁻¹: 0.34
E_LUMO in eV: 0.80
SMILES: C[C@@H]1OCC[C@@H]1O.[H][H]
HOMO level in eV: -9.596

***

4.
Density functional theory data (ωB97M-V/def2-TZVPD) for a 2-piece molecular cluster, C3H10N2O overall.

Each line ends with the Mulliken charge.
Cartesian coordinates (Å):
1 C -0.84018 -1.53123 1.37856  -0.723
2 C -0.45103 -1.81806 0.14107  -0.144
3 N 0.87286 -1.66287 -0.33907  -0.479
4 H -1.87560 -1.58452 1.68123  0.257
5 H -0.13415 -1.20897 2.12892  0.236
6 H -1.07974 -2.10573 -0.69460  0.398
7 H 1.50509 -1.41122 0.41787  0.206
8 H 1.25355 -2.53385 -0.71548  0.231
9 N -0.91176 1.35528 -0.43948  -0.587
10 C 0.16569 2.24606 -0.77663  -0.255
11 O 1.43238 1.95191 -0.20051  -0.515
12 H -0.60531 0.41877 -0.69224  0.258
13 H -1.09889 1.36108 0.55491  0.279
14 H 0.24532 2.24775 -1.86975  0.277
15 H -0.03417 3.25837 -0.42649  0.298
16 H 1.55594 1.01722 -0.14833  0.263

Frontier orbital gap in eV: 10.13
E in a.u.: -305.0153
Energy relative to the best compared isomer or geometry (same formula, charge and spin) in kcal per mole: 37.2
Largest force on an atom in eV Å⁻¹: 1.04
E_LUMO in eV: 0.88
SMILES: C=CN.NCO
HOMO level in eV: -9.256

***

5.
Density functional theory data (ωB97M-V/def2-TZVPD) for a 8-piece molecular cluster, H16O8 overall.

Each line ends with the Mulliken charge.
Cartesian coordinates (Å):
1 O 1.00650 0.08665 -0.34518  -0.625
2 H 1.00612 -0.76579 -0.77939  0.262
3 H 1.67662 0.58458 -0.69598  0.341
4 O -2.39301 -0.37867 2.52714  -0.604
5 H -2.14262 -1.02288 1.84132  0.332
6 H -1.74386 -0.24244 3.12940  0.295
7 O 4.35822 0.06519 0.43375  -0.629
8 H 4.71733 -0.40325 -0.40715  0.313
9 H 4.62496 0.97659 0.41110  0.313
10 O 0.31326 3.58571 -0.04255  -0.606
11 H -0.01130 4.14632 -0.75679  0.326
12 H 0.15988 2.73374 -0.42930  0.276
13 O -3.44378 1.82023 -0.94739  -0.610
14 H -2.55366 1.54794 -1.07738  0.279
15 H -3.46228 2.04248 -0.02046  0.326
16 O -3.24066 -1.73627 0.30488  -0.597
17 H -3.74213 -2.46399 0.11148  0.273
18 H -2.44556 -1.88387 -0.22846  0.305
19 O 0.20499 -1.90473 -2.40260  -0.605
20 H 0.99526 -1.97607 -1.88646  0.265
21 H 0.44933 -2.64744 -3.08741  0.339
22 O 2.18572 -0.85489 1.63136  -0.643
23 H 1.34268 -1.13375 1.79643  0.251
24 H 2.13797 -0.17542 0.91964  0.424

Frontier orbital gap in eV: 10.33
E in a.u.: -611.4307
Energy relative to the best compared isomer or geometry (same formula, charge and spin) in kcal per mole: 95.4
Largest force on an atom in eV Å⁻¹: 4.40
E_LUMO in eV: -0.25
SMILES: O.O.O.O.O.O.O.O
HOMO level in eV: -10.584

***

6.
Density functional theory data (ωB97M-V/def2-TZVPD) for a 2-piece molecular cluster, C6H15NO overall.

Each line ends with the Mulliken charge.
Cartesian coordinates (Å):
1 C -0.09707 3.68460 1.05913  -1.308
2 C 0.13964 2.41646 0.25425  -0.284
3 C -1.13550 1.67101 -0.13396  -0.671
4 C -0.88037 0.24448 -0.53262  -0.428
5 C -0.61980 -0.73408 0.31823  -0.269
6 N -0.10106 -2.04202 0.01192  -0.185
7 C 0.37625 -2.19471 -1.35488  -1.046
8 H -0.75955 3.51600 1.91474  0.333
9 H 0.81297 4.11944 1.47398  0.349
10 H -0.60259 4.44079 0.49708  0.344
11 H 0.75236 1.79756 0.88038  0.362
12 H 0.75966 2.63669 -0.61996  0.282
13 H -1.60633 2.28961 -0.89961  0.347
14 H -1.77606 1.58433 0.75268  0.296
15 H -0.74254 0.03300 -1.58256  0.308
16 H -0.84381 -0.79169 1.38338  0.338
17 H -0.82354 -2.67972 0.30100  0.225
18 H -0.40766 -2.11159 -2.11498  0.355
19 H 0.86745 -3.16036 -1.47108  0.251
20 H 1.07868 -1.38058 -1.53855  0.397
21 O 1.93726 -4.45054 0.83929  -0.633
22 H 2.14094 -3.72912 0.24212  0.317
23 H 1.53066 -5.15955 0.32003  0.321

Frontier orbital gap in eV: 9.18
E in a.u.: -367.5581
Energy relative to the best compared isomer or geometry (same formula, charge and spin) in kcal per mole: 45.9
Largest force on an atom in eV Å⁻¹: 2.01
E_LUMO in eV: 0.85
SMILES: CCC/C=C/NC.O
HOMO level in eV: -8.330